(1)
A structure of composition C64H150AsF6N8O3 at a distorted geometry, computed with wB97M-V/def2-TZVPD.

The geometry in XYZ format:
```
232
Properties=species:S:1:pos:R:3:mulliken_spin:R:1
As 1.426 -0.433 0.564 1.24
F 1.816 -2.181 1.050 -0.01
F 1.359 -1.019 -1.205 -0.12
F 1.084 1.258 0.137 -0.07
F 1.424 0.075 2.304 -0.11
F 3.187 -0.220 0.494 0.02
F -0.290 -0.908 0.794 -0.05
C 3.548 5.196 2.047 -0.01
C 2.987 5.160 3.499 0.00
N 3.880 4.389 4.497 0.00
C 3.101 4.223 5.828 0.00
C 4.217 2.956 3.966 0.01
C 2.902 2.154 3.617 -0.01
C 5.208 5.123 4.791 0.00
C 5.164 6.257 5.795 0.00
O 4.031 7.106 5.610 0.00
C 4.265 8.505 5.251 0.00
H 3.654 4.225 1.564 0.01
H 4.533 5.662 2.028 0.00
H 3.035 5.878 1.367 0.00
H 2.035 4.639 3.602 0.00
H 2.874 6.201 3.800 0.00
H 2.680 5.165 6.178 0.00
H 3.808 3.952 6.612 0.00
H 2.337 3.446 5.817 0.00
H 4.887 2.546 4.722 0.00
H 4.977 3.000 3.187 0.00
H 2.244 1.851 4.431 -0.01
H 3.224 1.177 3.256 0.00
H 2.275 2.461 2.780 0.01
H 5.354 5.594 3.819 0.00
H 5.978 4.357 4.883 0.00
H 6.119 6.783 5.778 0.00
H 5.168 5.878 6.816 0.00
H 4.636 8.598 4.230 0.00
H 4.991 8.915 5.953 0.00
H 3.316 9.030 5.353 0.00
C 6.292 2.366 -1.241 0.00
C 5.169 2.474 -2.281 -0.01
N 4.970 1.379 -3.341 -0.01
C 4.963 -0.038 -2.634 -0.04
C 3.568 1.580 -4.067 0.01
C 2.374 1.727 -3.139 -0.01
C 6.198 1.253 -4.268 0.00
C 6.617 2.537 -5.003 0.00
O 5.600 3.127 -5.788 0.00
C 6.039 4.375 -6.375 0.00
H 5.990 1.856 -0.327 0.00
H 6.643 3.348 -0.924 0.00
H 7.242 1.939 -1.564 0.00
H 5.295 3.323 -2.953 0.00
H 4.234 2.613 -1.738 0.01
H 4.754 -0.705 -3.471 0.00
H 4.192 -0.071 -1.865 0.03
H 5.900 -0.277 -2.131 0.00
H 3.528 0.767 -4.792 0.00
H 3.705 2.507 -4.623 0.00
H 2.265 0.939 -2.394 0.00
H 1.458 1.701 -3.730 -0.01
H 2.481 2.617 -2.519 -0.01
H 5.886 0.423 -4.902 0.00
H 6.960 0.872 -3.588 0.00
H 7.407 2.242 -5.694 0.00
H 7.027 3.280 -4.320 0.00
H 6.729 4.169 -7.193 0.00
H 6.527 5.073 -5.695 0.00
H 5.211 4.925 -6.823 0.00
C -3.709 -2.644 -0.465 -0.06
C -3.882 -3.291 0.997 -0.01
N -2.915 -4.507 1.224 -0.02
C -1.506 -3.924 1.300 -0.01
C -3.273 -5.149 2.580 0.00
C -2.566 -6.478 2.978 0.00
C -2.913 -5.489 0.028 0.00
C -4.050 -6.557 -0.073 0.00
O -5.265 -5.958 0.130 0.00
C -6.392 -6.806 0.143 0.00
H -2.883 -1.946 -0.600 0.07
H -4.476 -1.910 -0.712 0.00
H -3.731 -3.252 -1.370 0.00
H -4.824 -3.799 1.204 0.00
H -3.740 -2.572 1.805 0.02
H -1.451 -3.125 2.040 0.02
H -1.117 -3.668 0.315 0.02
H -0.881 -4.777 1.564 0.00
H -4.329 -5.408 2.505 0.00
H -3.221 -4.394 3.365 0.00
H -3.098 -6.920 3.820 0.00
H -1.557 -6.267 3.333 0.00
H -2.481 -7.198 2.165 0.00
H -2.032 -6.131 0.033 0.00
H -2.736 -5.032 -0.945 0.00
H -3.916 -7.425 0.572 0.00
H -4.175 -7.158 -0.973 0.00
H -6.457 -7.165 1.170 0.00
H -6.230 -7.645 -0.534 0.00
H -7.313 -6.290 -0.128 0.00
C -7.600 2.535 1.425 0.00
C -6.144 2.900 1.343 0.00
C -5.402 1.931 2.319 -0.01
N -4.078 2.429 2.832 -0.01
C -4.195 3.786 3.553 0.00
C -3.468 1.390 3.814 0.01
C -1.986 1.394 3.601 -0.08
C -1.625 2.323 2.378 -0.03
C -2.975 2.498 1.661 -0.03
H -8.221 3.253 0.890 0.00
H -7.891 2.447 2.472 0.00
H -7.825 1.534 1.057 0.00
H -6.025 3.939 1.650 0.00
H -5.729 2.831 0.337 0.00
H -5.142 1.040 1.748 0.01
H -5.952 1.657 3.220 0.00
H -5.139 3.844 4.095 0.00
H -4.198 4.575 2.802 0.00
H -3.407 3.915 4.296 0.00
H -3.773 1.559 4.847 0.00
H -3.861 0.433 3.471 0.00
H -1.401 1.682 4.474 -0.01
H -1.653 0.396 3.318 0.08
H -1.426 3.304 2.811 0.00
H -0.739 2.051 1.804 0.04
H -2.918 3.367 1.005 0.01
H -3.155 1.630 1.028 0.03
C 3.346 -9.512 -2.905 0.00
C 2.803 -8.084 -3.085 0.00
C 3.107 -7.106 -1.943 0.00
N 2.189 -5.820 -2.048 0.00
C 0.654 -6.033 -2.320 -0.03
C 2.591 -4.894 -3.217 -0.01
C 3.831 -4.137 -2.762 0.01
C 3.784 -4.071 -1.197 -0.02
C 2.581 -4.934 -0.825 -0.04
H 4.421 -9.648 -3.019 0.00
H 2.781 -10.271 -3.447 0.00
H 3.244 -9.746 -1.845 0.00
H 1.725 -8.196 -3.198 0.00
H 3.200 -7.686 -4.019 0.00
H 4.099 -6.658 -1.872 0.00
H 2.824 -7.513 -0.972 0.00
H 0.073 -5.114 -2.244 0.03
H 0.388 -6.763 -1.556 0.00
H 0.433 -6.468 -3.295 0.00
H 1.791 -4.194 -3.463 0.02
H 2.798 -5.531 -4.077 0.00
H 3.800 -3.134 -3.188 -0.01
H 4.777 -4.448 -3.205 0.00
H 3.546 -3.049 -0.904 0.02
H 4.705 -4.570 -0.894 0.00
H 1.664 -4.374 -0.643 0.04
H 2.725 -5.684 -0.047 -0.01
C 0.963 -4.378 4.181 -0.01
C 0.439 -3.024 4.585 -0.03
C 1.138 -2.517 5.904 0.00
N 0.622 -1.157 6.500 0.00
C 0.568 -0.128 5.438 0.02
C -0.738 -1.249 7.160 0.00
C -0.754 -0.156 8.143 0.00
C 0.640 0.223 8.560 0.00
C 1.529 -0.737 7.682 0.00
H 2.016 -4.500 4.434 0.00
H 0.827 -4.515 3.108 0.01
H 0.471 -5.196 4.707 0.00
H -0.646 -2.927 4.573 0.00
H 0.822 -2.368 3.804 0.03
H 2.197 -2.465 5.652 0.00
H 1.070 -3.293 6.667 0.00
H 0.356 0.849 5.871 0.00
H -0.066 -0.454 4.614 0.00
H 1.554 -0.221 4.981 0.01
H -1.515 -1.187 6.398 0.00
H -0.695 -2.219 7.655 0.00
H -1.335 0.747 7.956 0.00
H -1.248 -0.546 9.033 0.00
H 0.957 1.242 8.341 0.00
H 0.813 0.003 9.614 0.00
H 2.468 -0.360 7.276 0.00
H 1.768 -1.709 8.112 0.00
C -1.250 1.751 -1.771 0.02
C -1.421 3.057 -2.431 0.02
C -2.835 3.701 -2.360 0.02
N -2.983 5.041 -3.183 0.00
C -2.024 6.075 -2.631 0.00
C -4.477 5.441 -3.153 0.00
C -5.081 4.646 -4.276 0.00
C -3.999 4.235 -5.261 0.00
C -2.770 4.903 -4.740 0.00
H -1.680 1.862 -0.775 0.02
H -0.200 1.462 -1.816 -0.08
H -1.825 0.919 -2.178 0.01
H -1.126 3.026 -3.480 0.00
H -0.671 3.690 -1.958 0.00
H -3.088 3.955 -1.331 0.00
H -3.559 2.981 -2.740 0.00
H -0.993 5.731 -2.715 0.00
H -2.264 6.138 -1.569 0.00
H -2.189 7.004 -3.177 0.00
H -4.518 6.507 -3.378 0.00
H -4.895 5.227 -2.170 0.00
H -5.826 5.248 -4.796 0.00
H -5.501 3.734 -3.850 0.00
H -4.125 4.540 -6.300 0.00
H -3.835 3.173 -5.080 0.00
H -2.717 5.931 -5.099 0.00
H -1.799 4.448 -4.937 0.00
C 0.923 -1.303 -4.382 0.05
C -0.605 -0.895 -4.462 -0.05
C -1.443 -1.510 -5.557 0.01
N -2.970 -1.238 -5.402 0.00
C -3.611 -2.001 -4.267 -0.01
C -3.747 -1.520 -6.685 0.00
C -5.008 -0.654 -6.687 0.00
C -4.683 0.596 -5.821 0.00
C -3.300 0.274 -5.269 -0.01
H 1.160 -2.366 -4.335 -0.01
H 1.285 -0.940 -3.420 -0.01
H 1.483 -0.855 -5.203 0.00
H -0.820 0.167 -4.340 0.00
H -1.109 -1.299 -3.584 0.06
H -1.401 -2.598 -5.520 0.00
H -1.060 -1.212 -6.533 0.00
H -3.648 -3.085 -4.377 0.00
H -4.617 -1.629 -4.071 0.00
H -3.109 -1.697 -3.349 0.01
H -3.842 -2.571 -6.959 0.00
H -3.116 -1.191 -7.511 0.00
H -5.849 -1.220 -6.288 0.00
H -5.339 -0.375 -7.687 0.00
H -5.311 0.697 -4.936 0.00
H -4.674 1.537 -6.371 0.00
H -3.087 0.512 -4.226 0.01
H -2.567 0.756 -5.916 0.00
```

Computed properties:
Frontier orbital gap (spin up / spin down), Ha: 0.1201 / 0.3201
Electronic energy, Eh: -6024.859577
Total charge: +6
Highest occupied orbital energy (spin up / spin down), eV: -13.695 / -19.233
Multiplicity: 2
Maximum force, eV/Å: 3.09
LUMO energy (spin up / spin down), eV: -10.4 / -10.5

(2)
A cluster of 11 separate species, C64H161N11O21 in total at a distorted geometry, computed with wB97M-V/def2-TZVPD.

The geometry in XYZ format:
```
257
Properties=species:S:1:pos:R:3:mulliken_spin:R:1
C 3.352 3.616 -4.080 0.00
O 2.372 3.432 -3.126 0.00
C 1.087 3.416 -3.770 0.00
C -0.086 3.047 -2.800 0.00
N -1.102 4.129 -2.634 0.00
C -0.525 5.206 -1.884 0.00
C -0.976 6.585 -2.290 0.00
O -0.374 7.674 -1.607 0.00
C -1.110 7.948 -0.500 0.00
H 3.444 4.617 -4.503 0.00
H 3.325 2.928 -4.925 0.00
H 4.289 3.447 -3.548 0.00
H 0.984 2.636 -4.524 0.00
H 0.915 4.316 -4.362 0.00
H 0.163 2.614 -1.831 0.00
H -0.654 2.251 -3.282 0.00
H -2.030 3.832 -2.368 0.00
H 0.558 5.320 -1.939 0.00
H -0.788 5.054 -0.837 0.00
H -2.059 6.612 -2.174 0.00
H -0.752 6.603 -3.356 0.00
H -2.116 8.325 -0.681 0.00
H -0.469 8.624 0.066 0.00
H -1.280 7.046 0.088 0.00
C 0.366 -2.379 -4.435 0.00
O -0.661 -3.075 -5.075 0.01
C -0.184 -4.177 -5.843 0.01
C -1.379 -5.144 -6.065 0.03
N -1.667 -6.041 -4.953 0.83
C -2.607 -7.176 -5.294 0.01
C -1.922 -8.226 -6.197 0.04
O -2.867 -9.260 -6.552 0.01
C -4.176 -8.944 -7.012 0.00
H 0.539 -2.761 -3.429 0.00
H 0.144 -1.315 -4.516 0.00
H 1.215 -2.451 -5.115 0.00
H 0.527 -4.808 -5.309 0.00
H 0.268 -3.895 -6.794 0.00
H -1.209 -5.725 -6.971 0.02
H -2.341 -4.677 -6.275 0.05
H -1.745 -5.445 -4.141 -0.04
H -3.498 -6.794 -5.793 0.02
H -2.815 -7.613 -4.318 0.01
H -1.086 -8.593 -5.602 0.00
H -1.435 -7.995 -7.145 0.00
H -4.827 -8.491 -6.264 0.00
H -4.640 -9.828 -7.451 0.00
H -4.007 -8.156 -7.745 0.00
C -1.928 2.718 2.519 0.00
O -2.841 3.726 2.076 0.00
C -4.145 3.194 2.137 0.00
C -5.056 3.904 1.004 0.00
N -5.679 5.157 1.601 0.00
C -6.853 5.625 0.878 0.00
C -6.568 7.019 0.347 0.00
O -5.748 7.143 -0.799 0.00
C -5.642 8.354 -1.311 0.00
H -0.954 3.186 2.662 0.00
H -1.565 1.832 1.997 0.00
H -2.239 2.423 3.521 0.00
H -4.581 3.359 3.122 0.00
H -4.285 2.131 1.943 0.00
H -5.786 3.125 0.783 0.00
H -4.396 4.088 0.156 0.00
H -5.061 5.955 1.598 0.00
H -7.717 5.812 1.516 0.00
H -7.204 5.020 0.042 0.00
H -6.310 7.643 1.203 0.00
H -7.544 7.403 0.050 0.00
H -4.953 8.426 -2.153 0.00
H -5.329 9.096 -0.576 0.00
H -6.680 8.584 -1.551 0.00
C 2.975 -0.101 -3.362 0.00
O 2.896 -1.468 -3.203 0.00
C 4.179 -2.048 -3.126 0.00
C 4.364 -3.170 -2.014 0.00
N 4.949 -2.837 -0.680 0.00
C 4.275 -1.725 0.002 0.00
C 2.869 -2.136 0.468 0.00
O 3.079 -3.169 1.459 0.00
C 2.577 -4.456 1.116 0.00
H 3.642 0.160 -4.183 0.00
H 3.227 0.213 -2.349 0.00
H 2.004 0.203 -3.753 0.00
H 5.085 -1.442 -3.101 0.00
H 4.336 -2.651 -4.021 0.00
H 5.081 -3.852 -2.471 0.00
H 3.373 -3.622 -1.995 0.00
H 4.879 -3.663 -0.104 0.00
H 4.298 -0.802 -0.576 0.00
H 4.953 -1.455 0.811 0.00
H 2.149 -2.478 -0.275 0.00
H 2.388 -1.305 0.985 0.00
H 2.923 -5.204 1.829 0.00
H 2.745 -4.758 0.082 0.00
H 1.490 -4.409 1.191 0.00
C -0.488 -1.277 -8.043 0.00
O -0.595 -0.098 -7.280 0.00
C -1.839 0.141 -6.718 0.00
C -1.825 1.408 -5.882 0.00
N -3.137 1.754 -5.357 0.00
C -3.897 2.579 -6.321 0.00
C -3.435 4.018 -6.492 0.00
O -3.750 4.730 -5.327 0.00
C -3.579 6.137 -5.447 0.00
H -0.972 -1.150 -9.011 0.00
H -0.956 -2.070 -7.459 0.00
H 0.583 -1.456 -8.129 0.00
H -2.448 -0.714 -6.425 0.00
H -2.402 0.380 -7.620 0.00
H -1.506 2.214 -6.543 0.00
H -1.127 1.204 -5.070 0.00
H -3.045 2.451 -4.631 0.00
H -4.869 2.780 -5.870 0.00
H -4.193 1.920 -7.137 0.00
H -3.827 4.493 -7.391 0.00
H -2.350 4.026 -6.591 0.00
H -3.702 6.571 -4.455 0.00
H -4.381 6.461 -6.110 0.00
H -2.597 6.297 -5.891 0.00
C -3.032 -3.898 -2.134 0.00
O -1.817 -4.719 -2.443 0.00
C -1.109 -5.184 -1.367 -0.01
C 0.025 -6.082 -1.987 0.00
N 1.043 -6.449 -0.939 0.00
C 1.910 -7.593 -1.399 0.00
C 3.088 -7.757 -0.463 0.00
O 2.838 -7.821 0.951 0.00
C 3.538 -8.919 1.491 0.00
H -2.863 -3.076 -1.439 0.00
H -3.854 -4.543 -1.824 0.00
H -3.474 -3.349 -2.966 0.00
H -1.694 -5.827 -0.710 0.00
H -0.786 -4.433 -0.646 0.00
H 0.501 -5.504 -2.779 0.01
H -0.565 -6.954 -2.269 0.00
H 0.599 -6.460 -0.032 0.00
H 2.352 -7.431 -2.382 0.00
H 1.330 -8.514 -1.458 0.00
H 3.581 -6.785 -0.510 0.00
H 3.748 -8.533 -0.852 0.00
H 3.331 -8.853 2.559 0.00
H 4.594 -8.794 1.253 0.00
H 3.091 -9.902 1.344 0.00
C 1.678 2.346 4.876 0.00
O 2.548 2.218 5.958 0.00
C 2.830 3.478 6.483 0.00
C 2.946 3.465 7.984 0.00
N 3.566 4.767 8.473 0.00
C 4.997 4.578 8.620 0.00
C 5.831 5.875 9.000 0.00
O 5.539 6.254 10.385 0.00
C 4.876 7.482 10.752 0.00
H 1.745 1.490 4.204 0.00
H 1.965 3.103 4.146 0.00
H 0.598 2.392 5.017 0.00
H 2.301 4.367 6.139 0.00
H 3.858 3.546 6.128 0.00
H 3.447 2.612 8.442 0.00
H 1.910 3.467 8.321 0.00
H 3.147 4.938 9.376 0.00
H 5.437 4.251 7.678 0.00
H 5.052 3.872 9.449 0.00
H 5.519 6.672 8.325 0.00
H 6.903 5.701 8.898 0.00
H 5.374 8.260 10.173 0.00
H 4.713 7.707 11.806 0.00
H 3.867 7.403 10.347 0.00
C -11.288 -2.098 -0.751 0.00
O -10.275 -1.328 -1.416 0.00
C -10.031 -1.667 -2.703 0.00
C -8.566 -1.980 -2.940 0.00
N -7.488 -1.063 -2.478 0.00
C -6.351 -1.783 -1.983 0.00
C -5.184 -0.805 -1.653 0.00
O -4.459 -1.369 -0.573 0.00
C -5.129 -1.210 0.692 0.00
H -11.615 -1.579 0.149 0.00
H -10.937 -3.073 -0.414 0.00
H -12.243 -2.231 -1.260 0.00
H -10.328 -0.759 -3.228 0.00
H -10.662 -2.446 -3.130 0.00
H -8.597 -2.342 -3.968 0.00
H -8.426 -2.903 -2.378 0.00
H -7.173 -0.546 -3.287 0.00
H -6.152 -2.518 -2.763 0.00
H -6.573 -2.260 -1.028 0.00
H -5.402 0.242 -1.445 0.00
H -4.508 -0.822 -2.509 0.00
H -5.907 -1.957 0.850 0.00
H -5.722 -0.306 0.833 0.00
H -4.446 -1.282 1.538 0.00
C 8.713 1.072 5.270 0.00
O 7.812 1.629 4.313 0.00
C 6.573 2.054 4.793 0.00
C 5.624 2.229 3.628 0.00
N 6.003 3.477 2.945 0.00
C 5.387 3.507 1.594 0.00
C 3.987 4.118 1.514 0.00
O 3.092 3.032 1.378 0.00
C 1.812 3.441 0.746 0.00
H 9.460 1.798 5.591 0.00
H 9.265 0.244 4.824 0.00
H 8.280 0.506 6.094 0.00
H 6.730 3.078 5.132 0.00
H 6.198 1.368 5.552 0.00
H 4.549 2.147 3.789 0.00
H 5.872 1.430 2.929 0.00
H 7.011 3.490 3.002 0.00
H 5.470 2.499 1.188 0.00
H 5.942 4.163 0.923 0.00
H 4.056 4.680 0.583 0.00
H 3.770 4.840 2.301 0.00
H 1.338 4.296 1.229 0.00
H 1.127 2.595 0.796 0.00
H 1.851 3.785 -0.288 0.00
C 6.563 -1.835 4.561 0.00
O 5.121 -2.056 4.297 0.00
C 4.291 -1.144 5.134 0.00
C 2.850 -1.454 4.973 0.00
N 2.421 -2.751 5.616 0.00
C 2.296 -2.796 7.054 0.00
C 1.643 -4.108 7.635 0.00
O 2.417 -5.321 7.485 0.00
C 3.653 -5.421 8.142 0.00
H 6.849 -0.790 4.684 0.00
H 7.342 -2.344 3.993 0.00
H 6.704 -2.318 5.528 0.00
H 4.381 -0.130 4.744 0.00
H 4.681 -1.173 6.152 0.00
H 2.682 -1.688 3.921 0.00
H 2.304 -0.534 5.176 0.00
H 3.061 -3.488 5.355 0.00
H 1.887 -1.837 7.374 0.00
H 3.264 -2.823 7.556 0.00
H 0.748 -4.278 7.037 0.00
H 1.292 -3.940 8.654 0.00
H 4.104 -6.411 8.074 0.00
H 3.613 -5.265 9.220 0.00
H 4.422 -4.765 7.732 0.00
C -1.367 -0.343 -1.780 0.00
C -0.595 0.069 -0.532 0.00
C -0.758 -0.838 0.613 0.00
O -0.279 -0.081 1.787 0.00
C -0.409 -0.896 2.906 0.00
N 0.804 0.000 -1.050 0.00
H -2.413 -0.437 -1.489 0.00
H -0.968 -1.316 -2.066 0.00
H -1.298 0.390 -2.584 0.00
H -0.778 1.128 -0.349 0.00
H -0.259 -1.768 0.341 0.00
H -1.810 -1.040 0.812 0.00
H -0.115 -0.409 3.835 0.00
H -0.055 -1.921 2.798 0.00
H -1.484 -1.008 3.053 0.00
H 0.869 -0.980 -1.287 0.00
H 1.344 0.017 -0.197 0.00
```

Computed properties:
Frontier orbital gap (spin up / spin down), Ha: 0.2642 / 0.0951
Electronic energy, Eh: -4716.230394
Total charge: +1
Highest occupied orbital energy (spin up / spin down), eV: -9.464 / -9.464
Energy above the lowest of the compared OMol25 structures with the same formula, charge and spin, kcal/mol: 129.53
Multiplicity: 2
Maximum force, eV/Å: 5.61
LUMO energy (spin up / spin down), eV: -2.3 / -6.9

Question: What is the multiplicity in the first record?
Answer: 2

Question: Number 1 is which compound?
Answer: C64H150AsF6N8O3

Question: What is the electronic energy in the first record?
Answer: -6024.859577 Eh